Record 1
Formula: C28H23N5OPtS3
Source: the Open Molecules 2025 dataset
Level of theory: ωB97M-V with the def2-TZVPD basis set

Last column: Mulliken spin population.
CARTESIAN COORDINATES (ANGSTROEM)
Pt  0.80  -0.35  -0.36  1.1561
C  -1.50  3.31  -1.27  0.0076
C  -1.20  1.81  -0.97  0.0249
N  0.05  1.47  -0.93  0.0421
N  0.96  2.50  -1.10  0.0321
C  2.19  2.22  -0.72  0.0403
S  2.70  0.83  0.14  0.2607
S  3.31  3.52  -0.72  0.0188
C  2.63  4.71  -1.93  0.0032
C  2.22  4.09  -3.28  0.0031
C  1.04  4.50  -3.90  0.0010
C  0.57  3.95  -5.05  -0.0002
C  1.29  2.97  -5.73  0.0008
C  2.51  2.57  -5.14  -0.0006
C  2.93  3.10  -3.93  -0.0014
C  -2.27  0.80  -0.84  -0.0238
C  -3.56  1.22  -0.52  -0.0006
C  -4.62  0.33  -0.50  0.0190
C  -4.38  -1.00  -0.66  -0.0012
C  -3.09  -1.48  -0.80  0.0348
C  -2.01  -0.63  -0.84  0.0108
O  -0.86  -1.29  -0.86  0.1466
H  -0.82  3.73  -2.03  0.0003
H  -1.49  3.85  -0.37  0.0019
H  -2.54  3.34  -1.76  -0.0003
H  3.50  5.38  -2.04  -0.0001
H  1.86  5.47  -1.54  0.0014
H  0.40  5.21  -3.37  -0.0001
H  -0.40  4.32  -5.44  0.0000
H  0.84  2.46  -6.58  0.0001
H  3.13  1.80  -5.52  -0.0001
H  3.92  2.72  -3.59  -0.0005
H  -3.69  2.30  -0.35  0.0017
H  -5.60  0.77  -0.36  0.0014
H  -5.22  -1.68  -0.66  -0.0001
H  -2.78  -2.54  -0.82  0.0019
N  1.00  -2.21  3.40  0.0019
C  0.39  -2.41  4.66  0.0013
C  1.10  -3.01  5.80  -0.0002
C  0.45  -3.18  7.00  -0.0002
C  -0.81  -2.56  7.09  0.0002
C  -1.43  -1.93  6.05  0.0001
C  -0.88  -1.94  4.79  0.0014
S  -1.54  -0.81  3.62  -0.0024
N  -1.03  -1.64  2.12  0.0018
C  0.15  -2.23  2.30  0.0063
C  0.68  -3.00  1.07  0.0478
C  0.47  -4.39  0.92  -0.0353
C  0.80  -5.15  -0.32  0.0873
C  1.40  -4.33  -1.27  -0.0372
C  1.65  -2.93  -1.05  0.0911
N  1.30  -2.34  0.11  0.0441
H  1.72  -2.86  3.19  -0.0018
H  2.19  -3.14  5.56  0.0000
H  0.90  -3.65  7.87  0.0000
H  -1.30  -2.74  8.12  0.0000
H  -2.38  -1.40  6.23  0.0000
H  0.10  -5.03  1.71  -0.0014
H  0.41  -6.12  -0.59  0.0050
H  1.70  -4.81  -2.15  -0.0002
H  2.20  -2.48  -1.90  0.0088

For the strongest force on any atom, the calculation gives 0.0878 hartree/bohr. Its HOMO energy (alpha / beta) is -0.185 / -0.275 Eh. For the LUMO energy (alpha / beta), the calculation gives -0.21 / -1.80 eV. The expectation value of S² is 2.019. Its spin multiplicity is 3.



Record 2
Formula: C28H23N7Ti
Source: the Open Molecules 2025 dataset
Level of theory: ωB97M-V with the def2-TZVPD basis set

Last column: Mulliken spin population.
CARTESIAN COORDINATES (ANGSTROEM)
Ti  0.00  0.65  -0.49  1.7817
C  1.25  3.52  -0.98  -0.0128
N  0.00  2.81  -1.29  0.0305
C  -1.25  3.52  -0.95  -0.0134
C  -2.35  2.51  -0.89  0.0516
N  -2.11  1.23  -0.67  -0.0524
C  -3.37  0.61  -0.62  -0.0131
C  -3.70  -0.72  -0.41  0.0247
C  -5.04  -1.04  -0.41  0.0052
C  -6.03  -0.06  -0.62  -0.0012
C  -5.71  1.26  -0.83  0.0016
C  -4.35  1.57  -0.82  -0.0100
N  -3.67  2.77  -1.00  0.0082
C  2.35  2.51  -0.90  0.0520
N  2.12  1.24  -0.66  -0.0520
C  3.37  0.62  -0.60  -0.0129
C  3.70  -0.71  -0.37  0.0260
C  5.04  -1.03  -0.36  0.0054
C  6.03  -0.06  -0.58  -0.0013
C  5.71  1.27  -0.80  0.0015
C  4.36  1.58  -0.81  -0.0102
N  3.67  2.78  -1.00  0.0081
H  1.13  4.01  0.00  0.0003
H  1.48  4.31  -1.70  -0.0006
H  -0.01  2.62  -2.29  0.0098
H  -1.48  4.32  -1.66  -0.0006
H  -1.13  3.98  0.03  0.0006
H  -2.94  -1.47  -0.25  0.0070
H  -5.35  -2.06  -0.25  0.0002
H  -7.07  -0.35  -0.61  -0.0002
H  -6.47  2.01  -0.99  0.0001
H  -4.08  3.67  -1.17  0.0001
H  2.93  -1.46  -0.21  0.0054
H  5.35  -2.06  -0.19  0.0002
H  7.07  -0.35  -0.56  -0.0002
H  6.47  2.01  -0.97  0.0002
H  4.08  3.68  -1.18  0.0002
C  0.02  0.02  3.93  -0.0143
C  0.01  0.61  2.66  0.0746
N  0.01  -0.09  1.54  -0.0050
C  0.00  -1.45  1.62  -0.0250
C  0.00  -2.12  2.85  -0.0071
C  0.01  -1.35  4.02  0.0422
C  0.00  -3.56  2.87  -0.0032
C  -0.01  -4.27  1.72  -0.0039
C  -0.01  -3.60  0.45  -0.0208
C  -0.01  -4.30  -0.78  0.0437
C  -0.01  -3.60  -1.96  -0.0168
C  -0.01  -2.20  -1.91  0.0976
N  0.00  -1.52  -0.78  -0.0523
C  0.00  -2.21  0.40  0.0518
H  0.02  0.65  4.81  0.0000
H  0.02  1.69  2.56  -0.0026
H  0.01  -1.84  4.99  0.0014
H  0.00  -4.06  3.82  -0.0001
H  -0.01  -5.35  1.74  -0.0001
H  -0.02  -5.38  -0.77  0.0013
H  -0.02  -4.10  -2.91  -0.0004
H  0.00  -1.63  -2.83  -0.0006

As for the net charge: +2. For the energy above the lowest of the compared OMol25 structures with the same formula, charge and spin, the calculation gives 0.5 kcal/mol. For the strongest force on any atom, the calculation gives 0.0042 hartree/bohr. Its HOMO energy (alpha / beta) is -0.447 / -0.514 Eh. For the LUMO energy (alpha / beta), the calculation gives -5.54 / -5.80 eV. The expectation value of S² is 2.009. Its spin multiplicity is 3.



no.,energy (eV)
1,-74654.941
2,-62946.749